Entry i
CH4O2S in the gas phase. Source: OMol25; level of theory: the ωB97M-V functional and the def2-TZVPD basis.

The geometry in XYZ format:
```
8
CH4O2S (the ωB97M-V functional and the def2-TZVPD basis)
S -1.206 1.082 -0.252
O -1.256 1.386 1.114
O -1.516 -0.488 -0.440
C 0.408 0.310 -0.218
H 0.601 -0.596 -0.809
H -1.223 -0.418 -1.427
H 0.487 0.176 0.783
H 0.890 1.072 -0.708
```

The frontier orbital gap is 9.716 eV. As for the spin multiplicity: 1. As for the highest occupied orbital energy: -9.25 eV.

Here is what Löwdin gives for the atomic charges, in e:
1. S 0.836
2. O -0.435
3. O -0.373
4. C -0.231
5. H 0.078
6. H 0.095
7. H 0.024
8. H 0.006

=====

Entry ii
CH4O2S in the gas phase. Source: OMol25; level of theory: the ωB97M-V functional and the def2-TZVPD basis.

The geometry in XYZ format:
```
8
CH4O2S (the ωB97M-V functional and the def2-TZVPD basis)
S 1.482 -0.157 -0.101
O 2.323 -0.908 0.813
O 1.996 1.114 -0.613
C -0.266 0.046 0.391
H -0.604 -0.720 1.151
H -0.589 1.119 0.758
H 1.450 -0.868 -1.247
H -0.611 -0.199 -0.635
```

As for the SMILES: C[SH](=O)=O. The frontier orbital gap is 11.637 eV. As for the spin multiplicity: 1. As for the highest occupied orbital energy: -11.12 eV.

Here is what Löwdin gives for the atomic charges, in e:
1. S 0.643
2. O -0.373
3. O -0.393
4. C -0.173
5. H 0.076
6. H 0.113
7. H 0.065
8. H 0.044

=====

Entry iii
2 unconnected molecules or ions with the total composition CH4O2S. Source: OMol25; level of theory: the ωB97M-V functional and the def2-TZVPD basis.

The geometry in XYZ format:
```
8
CH4O2S (the ωB97M-V functional and the def2-TZVPD basis)
S -1.502 0.044 -0.157
O -2.302 1.180 0.177
O -2.103 -1.223 0.120
C 0.162 -0.052 0.556
H 0.886 0.492 0.030
H -0.963 0.092 -2.083
H 0.329 0.153 1.544
H 0.431 -1.092 0.526
```

The frontier orbital gap is 9.655 eV. As for the spin multiplicity: 1. As for the highest occupied orbital energy: -10.58 eV.

Here is what Löwdin gives for the atomic charges, in e:
1. S 0.615
2. O -0.356
3. O -0.372
4. C -0.169
5. H 0.039
6. H 0.150
7. H 0.034
8. H 0.060

=====

Relative energies, in hartree, with the most stable structure set to zero: entry i 0.0639; entry ii 0.0000; entry iii 0.0618.

=====

Entry i
2 unconnected molecules or ions with the total composition C3H3N3O. Source: OMol25; level of theory: the ωB97M-V functional and the def2-TZVPD basis.

The geometry in XYZ format:
```
10
C3H3N3O (the ωB97M-V functional and the def2-TZVPD basis)
O 1.083 -0.898 0.166
N 0.210 -1.768 -2.314
N 0.541 -2.689 -1.809
N -1.629 0.961 -0.853
C -0.133 0.856 1.190
C -0.903 0.985 0.116
C 0.907 -0.173 1.123
H -1.382 1.486 -1.688
H -0.253 1.495 2.057
H 1.560 -0.255 2.012
```

As for the SMILES: N=C=CC=O.N#N. The frontier orbital gap is 10.197 eV. As for the spin multiplicity: 1. As for the highest occupied orbital energy: -9.66 eV.

Löwdin atomic charge list, values in e, 8 entries:
1. O -0.032
2. N 0.012
3. N 0.020
4. N 0.198
5. C -0.064
6. C -0.154
7. C -0.291
8. H 0.096

=====

Entry ii
C3H3N3O in the gas phase. Source: OMol25; level of theory: the ωB97M-V functional and the def2-TZVPD basis.

The geometry in XYZ format:
```
10
C3H3N3O (the ωB97M-V functional and the def2-TZVPD basis)
O -1.066 0.459 -2.461
N 0.886 -0.487 1.349
N -0.962 0.556 0.552
N -0.576 -0.448 -0.329
C -0.326 0.353 -1.542
C -0.071 0.496 1.495
C 0.552 -1.029 0.217
H 1.070 -1.846 -0.273
H 0.620 0.908 -1.405
H -0.073 1.206 2.309
```

As for the SMILES: O=Cn1cncn1. The frontier orbital gap is 11.327 eV. As for the spin multiplicity: 1. As for the highest occupied orbital energy: -10.94 eV.

Löwdin atomic charge list, values in e, 8 entries:
1. O 0.129
2. N 0.104
3. N 0.085
4. N -0.078
5. C -0.256
6. C -0.198
7. C -0.172
8. H 0.131

=====

Relative energies, in hartree, with the most stable structure set to zero: entry i 0.0000; entry ii 0.0324.